Record 1
20
Properties=species:S:1:pos:R:3 method="wB97M-V/def2-TZVPD" total_charge=+3
C 2.09257 1.57694 0.71274
C -1.80588 -0.90549 1.32900
H -0.17924 1.73143 1.49542
C -1.67920 -1.54481 -0.84182
C 1.04450 -0.10525 -1.64165
H -2.73833 -1.95957 -0.88253
H -1.98633 0.55875 -1.58364
O -1.22076 -1.90811 0.49756
C 0.09627 0.42756 -0.55898
H -1.01615 -2.14053 -1.54685
H 4.00664 1.13384 -0.40241
O -1.83460 -1.04577 2.58869
C -1.46369 0.03852 -0.70255
Al -0.10318 0.05090 3.28216
C 2.86919 0.94603 -0.44209
N 2.42963 0.15059 -1.56201
O -2.26255 0.19988 0.52062
H 2.58858 2.18480 1.55074
H 0.63258 -0.72699 -2.51319
C 0.52997 1.33726 0.70079



Record 2
20
Properties=species:S:1:pos:R:3 method="wB97M-V/def2-TZVPD" total_charge=0 de_lowest_kcal_mol=57.7
H 3.91958 0.23367 0.31883
H 1.05561 3.24373 -1.09094
H -1.31080 -1.36117 1.40048
H -0.05152 -2.05928 -1.12054
H -0.58819 2.91246 -0.54748
C -1.57010 0.14016 -0.58978
P 0.89018 1.17938 0.12072
H 0.36772 -1.07871 2.00535
H -2.27122 -0.71953 -0.88692
H -1.42662 0.64915 -1.53571
C -0.55403 -0.70007 1.54572
H 0.97600 -0.75770 -1.49208
O 2.25645 0.73104 0.29422
H -2.25534 0.71898 -0.09026
C -0.26175 -0.16973 0.07442
H 1.31430 -1.32010 0.10961
Cl 4.93297 -0.40464 0.71165
C 0.55378 -1.21976 -0.66385
C 0.41876 2.60223 -0.64964
H -0.83624 0.21516 2.22881



Number 1: HOMO energy -22.0 eV, electronic energy -830.40695 hartree. Number 2: HOMO energy -9.3 eV, electronic energy -1074.42749 hartree.